C31H31Cl2N9O4PtS2 | the ωB97M-V functional and the def2-TZVPD basis

Calculated values
2S+1	5
⟨S²⟩	6.04
HOMO energy (alpha / beta)	-12.40 / -12.74	eV
total charge	+2
LUMO energy (alpha / beta)	-0.1610 / -0.2897	Ha
molar mass	923.77	g mol⁻¹
energy above the lowest of the compared OMol25 structures with the same formula, charge and spin	34.9	kcal/mol
orbital gap (alpha / beta)	8.02 / 4.85	eV

Each line ends with the Löwdin charge.
Element x y z (Å)
Pt -0.069 -0.438 -0.045  1.20
N -4.155 0.619 -0.399  0.20
C -3.916 1.583 0.570  -0.16
C -4.730 2.559 1.135  0.01
C -4.151 3.350 2.107  -0.05
C -2.814 3.173 2.504  -0.06
C -2.009 2.206 1.939  0.00
C -2.585 1.406 0.954  -0.19
N -2.055 0.354 0.225  0.03
C -3.010 -0.082 -0.562  -0.24
C -2.780 -1.192 -1.476  -0.30
C -3.616 -1.737 -2.401  -0.31
S -2.824 -3.009 -3.214  1.11
C -1.430 -2.734 -2.276  -0.43
N -1.534 -1.772 -1.411  -0.05
H -5.024 0.457 -0.878  0.18
H -5.760 2.693 0.836  0.12
H -4.742 4.123 2.579  0.11
H -2.416 3.818 3.281  0.07
H -0.978 2.054 2.230  0.08
H -4.629 -1.464 -2.646  0.09
H -0.540 -3.333 -2.398  0.09
N 1.918 -1.706 0.037  0.00
C 2.091 -2.535 1.122  -0.21
C 2.872 -3.770 0.769  -0.14
C 4.345 -3.379 0.814  -0.15
C 4.718 -2.135 0.016  -0.15
N 4.437 -2.225 -1.418  0.09
C 3.916 -1.260 -2.184  -0.42
N 3.499 -0.107 -1.684  0.18
N 3.752 -1.494 -3.493  0.21
C 0.441 -2.942 1.914  -0.51
O 0.640 -3.843 2.671  0.19
O -0.421 -2.177 1.527  0.01
H 1.933 -2.159 -0.865  0.10
H 2.364 -0.763 0.120  0.04
H 2.471 -1.998 1.993  0.17
H 2.552 -4.127 -0.215  0.13
H 2.704 -4.590 1.463  0.13
H 4.964 -4.240 0.552  0.13
H 4.618 -3.142 1.846  0.13
H 5.784 -1.938 0.151  0.14
H 4.182 -1.277 0.422  0.09
H 4.766 -3.053 -1.890  0.16
H 3.628 0.160 -0.718  0.06
H 3.056 0.589 -2.272  -0.01
H 4.102 -2.334 -3.919  0.12
H 3.479 -0.749 -4.112  0.13
S 2.193 2.676 -2.431  0.67
C 1.381 1.330 -2.072  -0.98
N 0.794 0.331 -1.858  -0.07
Cl -0.056 6.792 2.815  0.78
C -0.769 5.765 4.005  -0.58
C -1.844 6.208 4.749  -0.07
C -2.405 5.362 5.695  -0.03
C -1.922 4.075 5.874  -0.08
C -0.848 3.631 5.122  -0.60
Cl -0.363 1.979 5.251  0.80
C -0.231 4.488 4.205  -0.30
N 0.861 4.089 3.414  0.15
C 2.023 3.560 3.834  -0.16
C 2.375 3.595 5.213  0.00
C 3.584 3.108 5.615  -0.02
C 4.469 2.568 4.665  0.01
C 4.137 2.538 3.315  0.01
C 2.929 3.028 2.863  -0.10
C 2.566 2.935 1.414  -0.03
C 2.221 1.481 1.060  -0.60
O 3.169 0.702 0.793  -0.06
O 0.998 1.213 1.116  -0.10
H -2.229 7.205 4.590  0.12
H -3.241 5.705 6.289  0.13
H -2.386 3.399 6.578  0.12
H 0.811 4.377 2.442  0.12
H 1.698 4.057 5.917  0.13
H 3.872 3.159 6.656  0.13
H 5.428 2.188 4.989  0.13
H 4.828 2.122 2.595  0.13
H 3.408 3.247 0.799  0.14
H 1.705 3.540 1.134  0.11